{"formula": "C22H25Br2F3O5", "method": "ωB97M-V/def2-TZVPD", "gap_ev": 8.514, "homo_energy_ev": -9.256, "species": ["C", "O", "C", "C", "C", "C", "C", "C", "O", "C", "C", "C", "C", "O", "C", "C", "C", "C", "C", "F", "Br", "C", "F", "F", "Br", "C", "O", "H", "H", "H", "H", "H", "H", "H", "H", "H", "H", "H", "H", "H", "H", "H", "H", "H", "C", "C", "C", "O", "C", "H", "H", "H", "H", "H", "H", "H", "H"], "coordinates": [[4.3786, 0.3472, 2.4673], [4.9757, 0.6504, 1.1904], [3.9450, 0.9792, 0.2415], [3.5192, 2.4880, 0.4683], [2.1176, 2.8579, -0.1411], [0.9462, 1.9620, 0.3626], [0.0491, 1.3416, -0.5953], [-1.0637, 0.4721, -0.1705], [-1.8779, -0.1397, -1.1142], [-1.2266, 0.2772, 1.2623], [-0.3320, 0.9080, 2.2582], [0.7535, 1.7531, 1.8004], [-0.5807, 0.5997, 3.7746], [-0.4313, 1.4320, 4.6323], [-1.0769, -0.8588, 4.0545], [-1.8996, -1.4331, 3.1391], [-2.4132, -2.8953, 3.3010], [-2.6350, -3.6687, 1.9522], [-1.3230, -4.0352, 1.1853], [-0.4112, -2.9989, 1.0551], [-1.8900, -4.4985, -0.6764], [-0.5464, -5.3020, 1.7844], [-1.3721, -6.3023, 2.2109], [0.3851, -4.9282, 2.7362], [0.5628, -6.1241, 0.3342], [-2.3400, -0.6441, 1.8568], [-3.4466, -0.7013, 1.3782], [3.5481, -0.4001, 2.3731], [5.2082, -0.1088, 3.0756], [4.0536, 1.2712, 3.0170], [3.0946, 0.2556, 0.3517], [4.4125, 0.9413, -0.7817], [3.5095, 2.7691, 1.5592], [4.3164, 3.1219, -0.0150], [2.1113, 2.8151, -1.2647], [1.8657, 3.9147, 0.1624], [0.1545, 1.4890, -1.6951], [-2.6660, 0.4054, -1.2869], [1.4093, 2.1977, 2.5886], [-0.7188, -1.4038, 4.9611], [-3.4274, -2.8294, 3.7955], [-1.7845, -3.4848, 4.0271], [-3.1388, -4.6417, 2.2209], [-3.3542, -3.1648, 1.2526], [-1.2558, 1.0193, -5.5295], [-0.3611, 2.2416, -5.6217], [-1.1725, 3.2823, -4.8698], [-1.9267, 2.5780, -3.8752], [-1.8497, 1.1710, -4.1409], [-0.7269, 0.0757, -5.6653], [-2.0462, 1.0797, -6.2835], [0.5810, 2.0521, -5.0983], [-0.1284, 2.5404, -6.6440], [-1.8810, 3.7896, -5.5330], [-0.5463, 4.0361, -4.3886], [-1.2032, 0.7218, -3.3817], [-2.8439, 0.7267, -4.0583]]}

***

{"formula": "C6H31NO10", "method": "ωB97M-V/def2-TZVPD", "gap_ev": 9.877, "homo_energy_ev": -9.771, "smiles": "CCCC(=O)NCC.O.O.O.O.O.O.O.O.O", "species": ["O", "C", "N", "C", "C", "C", "C", "C", "H", "H", "H", "H", "H", "H", "H", "H", "H", "H", "H", "H", "H", "H", "H", "O", "H", "H", "O", "H", "H", "O", "H", "H", "O", "H", "H", "O", "H", "H", "O", "H", "H", "O", "H", "H", "O", "H", "H", "O"], "coordinates": [[1.1018, 0.3232, 1.0144], [0.5923, -0.1131, 0.0013], [-0.2737, 0.6977, -0.7459], [-0.2378, 2.1514, -0.5171], [-1.5451, 2.8309, -0.9249], [0.4663, -1.5164, -0.5195], [-0.2445, -3.6192, 0.8602], [0.8848, -2.7046, 0.3309], [-1.0390, 0.2769, -1.2459], [0.6494, 2.5078, -1.0482], [-0.0877, 2.2694, 0.5618], [-2.0359, 2.2788, -1.7146], [-1.2174, 3.8090, -1.2768], [-2.3237, 2.8553, -0.1618], [1.0312, -1.4640, -1.4572], [-0.5599, -1.6323, -0.9580], [-0.0835, -3.9784, 1.8682], [-0.4112, -4.4877, 0.2329], [-1.1683, -3.0356, 0.8991], [1.5640, -3.2851, -0.2891], [1.3912, -2.3028, 1.2099], [-0.9905, 2.9147, 3.6542], [-0.4836, 1.5468, 3.9315], [-0.1719, 2.4078, 3.6489], [-0.8171, 0.0080, 1.6797], [-0.1534, 0.0096, 3.1682], [-0.9189, -0.0986, 2.6146], [-1.2422, -2.1044, -3.4956], [-2.7894, -2.0237, -3.1132], [-1.8966, -1.8021, -2.8657], [3.5972, 2.0544, 0.4772], [2.5744, 3.2261, 0.4125], [3.4140, 2.9107, 0.0660], [2.3401, 1.0024, 2.5740], [3.2748, 2.1543, 2.3077], [3.2834, 1.2320, 2.5613], [1.9380, -1.2508, -3.0513], [2.5571, -2.5944, -3.0895], [2.3382, -1.8638, -3.6804], [-3.0645, 0.9722, 1.3107], [-3.8465, 0.7259, 0.0451], [-3.9181, 1.1592, 0.9042], [2.1549, 1.5392, -1.2367], [2.9585, 0.7248, -2.3316], [2.0968, 0.8847, -1.9376], [-2.6091, -2.2333, -0.8775], [-2.9115, -1.7192, 0.5639], [-3.1678, -1.6438, -0.3600]]}

***

{"formula": "C4H11NO3S", "method": "ωB97M-V/def2-TZVPD", "gap_ev": 8.422, "homo_energy_ev": -8.169, "species": ["C", "C", "C", "C", "N", "O", "O", "O", "S", "H", "H", "H", "H", "H", "H", "H", "H", "H", "H", "H"], "coordinates": [[0.9503, -1.4486, -1.2285], [2.1006, 0.3950, 0.1932], [1.1658, -0.7325, 0.0576], [-0.7694, 0.4433, 0.9357], [-0.4525, 1.7782, 0.7178], [-2.3100, -1.5008, -0.1074], [-1.8246, 0.3869, -1.5756], [-3.3459, 0.5712, 0.3471], [-2.0242, -0.0840, -0.2381], [0.0593, -1.9669, -1.2399], [0.8016, -0.6007, -1.8816], [1.7720, -2.0893, -1.4881], [1.9973, 1.1649, -0.6121], [2.0811, 0.7815, 1.2391], [3.1489, 0.0186, 0.1801], [1.1770, -1.2928, 0.9005], [-1.0531, 0.2025, 1.9531], [-0.4158, 1.9761, -0.2006], [-3.5414, 0.0013, 1.0769], [0.4830, 1.9961, 0.9709]]}

***

{"formula": "C13H9LiN2", "method": "ωB97M-V/def2-TZVPD", "gap_ev": 4.246, "homo_energy_ev": -6.018, "species": ["N", "C", "C", "C", "C", "N", "H", "H", "C", "Li", "C", "C", "C", "C", "C", "C", "C", "C", "H", "H", "H", "H", "H", "H", "H"], "coordinates": [[3.2661, -0.4397, 0.9913], [2.1351, -0.6368, 1.2819], [0.8157, -0.6847, 1.7048], [-0.1699, -1.4120, 1.0986], [-1.5311, -1.2632, 1.4461], [-2.6789, -1.1697, 1.6774], [0.5400, 0.0290, 2.4955], [0.0550, -2.0845, 0.2693], [3.8744, -4.6777, 3.1709], [4.8360, 0.1014, 2.1199], [2.5052, -4.4162, 2.8721], [2.2292, -3.0635, 3.1894], [3.4285, -2.4419, 3.6440], [4.4802, -3.4508, 3.6321], [5.7712, -3.0509, 3.9929], [6.0103, -1.7470, 4.4343], [4.9737, -0.7921, 4.4863], [3.6856, -1.1330, 4.0696], [4.4205, -5.6107, 3.0495], [1.7979, -5.1355, 2.4673], [1.2627, -2.5705, 3.1524], [6.5859, -3.7756, 3.9120], [7.0042, -1.4652, 4.7812], [5.1622, 0.1920, 4.9293], [2.8379, -0.4421, 4.1872]]}

***

{"formula": "C23H47ClN3O7S2", "method": "ωB97M-V/def2-TZVPD", "charge": 1, "gap_ev": 8.087, "homo_energy_ev": -10.790, "species": ["C", "C", "C", "C", "C", "N", "C", "S", "C", "C", "O", "O", "C", "C", "C", "O", "C", "O", "C", "S", "N", "N", "C", "C", "Cl", "C", "C", "H", "H", "H", "H", "H", "H", "H", "H", "H", "H", "H", "H", "H", "H", "H", "H", "H", "H", "H", "H", "H", "H", "H", "H", "H", "H", "H", "H", "H", "C", "C", "O", "H", "H", "H", "H", "H", "H", "C", "C", "O", "H", "H", "H", "H", "H", "H", "C", "C", "O", "H", "H", "H", "H", "H", "H"], "coordinates": [[2.4020, 1.9428, 1.8372], [3.4433, 2.1049, 0.7181], [2.9840, 1.4889, -0.6250], [3.8748, 0.2820, -0.9482], [3.5332, -0.8820, -0.0358], [3.8654, -0.0578, -2.3869], [2.9537, -0.7717, -3.1472], [1.4198, -1.4936, -2.6697], [1.8046, -3.0956, -1.8739], [0.9460, -3.2397, -0.6372], [1.4500, -3.4585, 0.4401], [-0.4008, -3.1170, -0.7913], [-0.9244, -1.8999, -0.2626], [-2.4427, -1.8865, -0.4037], [-3.1087, -2.3049, 0.8989], [-2.7648, -0.5136, -0.6640], [-3.9640, -0.3344, -1.3004], [-4.1723, -0.7007, -2.4343], [-5.0093, 0.3976, -0.4815], [-5.0163, 2.1488, -0.9602], [3.3100, -0.8071, -4.3732], [4.4640, -0.1018, -4.4001], [4.8083, 0.3459, -3.2383], [6.0223, 1.1763, -2.9781], [6.6948, 1.7193, -4.5294], [7.0758, 0.5146, -2.0973], [7.9085, 1.6112, -1.4022], [2.9232, 1.8135, 2.7735], [1.8394, 1.0336, 1.6630], [1.7339, 2.7869, 1.8982], [4.3500, 1.6158, 1.0581], [3.6790, 3.1459, 0.5417], [1.9712, 1.1341, -0.4862], [3.0348, 2.2106, -1.4331], [4.8900, 0.5629, -0.7134], [3.7627, -0.6228, 0.9863], [4.0613, -1.7874, -0.3006], [2.4654, -1.0234, -0.0579], [1.5627, -3.8888, -2.5718], [2.8382, -3.2204, -1.6076], [-0.6731, -1.7589, 0.7860], [-0.5635, -1.0251, -0.7915], [-2.7053, -2.5398, -1.2285], [-4.1581, -2.0406, 0.8617], [-2.6397, -1.7531, 1.7019], [-3.0292, -3.3674, 1.0782], [-4.7020, 0.3338, 0.5523], [-5.9550, -0.0961, -0.6527], [-6.0660, 2.5898, -0.2524], [4.9282, 0.0318, -5.2859], [5.6773, 2.0712, -2.4720], [7.7739, -0.0705, -2.6807], [6.6198, -0.1371, -1.3633], [7.8770, 2.4925, -2.0317], [7.4711, 1.9108, -0.4575], [8.9355, 1.3101, -1.2808], [-5.8721, -5.2268, 1.8310], [-6.5958, -4.2912, 2.7817], [-6.3129, -2.9224, 2.4885], [-4.7950, -5.0649, 1.8856], [-6.0819, -6.2697, 2.0707], [-6.1781, -5.0411, 0.7982], [-6.2751, -4.4655, 3.8069], [-7.6767, -4.4529, 2.7285], [-6.6081, -2.7529, 1.5895], [2.3311, -1.3482, 5.6211], [2.7231, 0.1144, 5.5184], [1.6385, 0.9162, 5.0530], [1.9980, -1.7224, 4.6519], [3.1693, -1.9568, 5.9631], [1.5027, -1.4767, 6.3208], [3.5380, 0.2418, 4.8056], [3.0572, 0.4911, 6.4900], [0.9167, 0.8225, 5.6810], [-7.7351, 5.5513, -2.6377], [-6.9049, 6.2450, -1.5730], [-5.5081, 6.1001, -1.8230], [-7.4853, 4.4905, -2.6834], [-8.8018, 5.6527, -2.4322], [-7.5309, 5.9757, -3.6232], [-7.0963, 5.8077, -0.5941], [-7.1538, 7.3100, -1.5261], [-5.3228, 6.4938, -2.6799]]}

***

{"formula": "C9H11IO", "method": "ωB97M-V/def2-TZVPD", "gap_ev": 8.471, "homo_energy_ev": -8.141, "smiles": "COC1=CC=C[C@H](C)C(I)=C1", "species": ["C", "C", "C", "C", "C", "C", "C", "C", "C", "O", "I", "H", "H", "H", "H", "H", "H", "H", "H", "H", "H", "H"], "coordinates": [[1.4210, -0.2222, -0.9034], [1.3967, 1.1888, -1.2815], [-1.0307, -1.0677, -0.8785], [0.4090, -1.1313, -0.7197], [0.5030, 2.0863, -0.9115], [-1.0129, 1.3860, -0.3368], [-1.7727, 0.0077, -0.7057], [-0.8912, 1.3642, 1.1771], [1.0332, -2.3192, 1.1146], [0.7779, -2.3347, -0.2897], [-3.9089, 0.0141, -0.6050], [2.3635, -0.5364, -0.6172], [2.4450, 1.4775, -1.4682], [-1.3814, -2.1076, -0.9590], [0.5776, 3.1391, -1.0714], [-1.7706, 1.9955, -0.8427], [0.1633, 1.0071, 1.4511], [-1.5581, 0.7090, 1.5914], [-0.9176, 2.2899, 1.7213], [1.8301, -1.8045, 1.5532], [1.1126, -3.3352, 1.4877], [0.2111, -1.8065, 1.4939]]}

***

{"formula": "C7H10O", "method": "ωB97M-V/def2-TZVPD", "gap_ev": 9.012, "homo_energy_ev": -8.250, "smiles": "c1ccccc1.CO", "species": ["C", "C", "C", "C", "C", "C", "C", "H", "H", "H", "H", "H", "H", "H", "H", "H", "H", "O"], "coordinates": [[0.2398, 0.7847, -1.6626], [-1.1493, -1.0790, 0.0084], [0.1404, -1.4344, -0.3591], [1.1450, -0.9498, 0.5270], [1.0684, 0.0290, 1.5169], [-0.3310, 0.5178, 1.6897], [-1.3520, -0.0485, 1.0531], [0.0240, 1.9023, -0.1043], [1.1513, 0.4905, -2.1357], [-0.1964, -0.0647, -1.0865], [-0.5066, 1.0258, -2.5050], [-2.0541, -1.6249, -0.4245], [0.3754, -1.9962, -1.2254], [2.1496, -1.1529, 0.2009], [1.8546, 0.4396, 1.9766], [-0.8118, 1.4121, 2.3102], [-2.4109, -0.0768, 1.0928], [0.6636, 1.8254, -0.8724]]}

***

{"formula": "C3H11N2O", "method": "ωB97M-V/def2-TZVPD", "gap_ev": [4.188, 9.383], "homo_energy_ev": [-3.199, -8.838], "spin_multiplicity": 2, "species": ["C", "C", "C", "N", "N", "H", "H", "H", "H", "H", "H", "H", "H", "H", "H", "H", "O"], "coordinates": [[-0.3654, 1.6819, 1.8168], [0.0834, 0.7774, 0.7084], [-0.0182, -0.5511, 0.7662], [0.7337, -1.4692, -0.1101], [0.6589, 1.4470, -0.3709], [-0.9866, 1.0762, 2.4676], [-0.8581, 2.5846, 1.4479], [0.4916, 2.0242, 2.4015], [-0.5504, -1.0984, 1.5131], [1.7220, -1.6968, 0.1834], [0.7046, -1.1979, -1.1003], [0.1806, -2.3606, -0.1746], [0.9345, 2.3930, -0.1587], [1.3017, 0.9402, -0.9563], [-1.8286, -1.3851, -1.7424], [-1.2417, -1.1033, -3.0769], [-0.9837, -1.4692, -2.2149]]}

***

Number 1: DFT total energy -6677.0195 a.u., M 586.24 g mol⁻¹. Number 2: DFT total energy -1054.3284 a.u., M 277.31 g mol⁻¹. Number 3: DFT total energy -837.5366 a.u., M 153.20 g mol⁻¹. Number 4: DFT total energy -617.7422 a.u., M 200.17 g mol⁻¹. Number 5: DFT total energy -2851.7959 a.u., M 577.23 g mol⁻¹. Number 6: DFT total energy -722.3053 a.u., M 262.09 g mol⁻¹. Number 7: DFT total energy -347.8174 a.u., M 110.16 g mol⁻¹. Number 8: DFT total energy -305.5167 a.u., M 91.13 g mol⁻¹.